# 1
This record from the OMol25 dataset describes C41H44BrKN9O4S6 as an isolated structure. The level of theory is ωB97M-V/def2-TZVPD.

Structure (XYZ):
```
106
Properties=species:S:1:pos:R:3:lowdin_charge:R:1
K -1.57292 -0.21148 -1.21506 0.707
C -5.21732 -3.54133 -0.88757 -0.053
O -5.25430 -2.58233 0.18696 -0.025
C -4.67281 -1.41075 -0.06464 -0.596
O -4.08391 -1.11678 -1.08278 -0.024
N -4.83772 -0.55963 0.99520 0.006
N -4.66092 0.82684 0.81818 0.065
H -6.12988 -4.12245 -0.79030 0.088
H -4.32751 -4.15967 -0.78775 0.030
H -5.17708 -3.02530 -1.84328 0.090
H -5.56637 -0.80987 1.64586 0.139
H -3.70479 1.08826 1.04720 0.038
H -4.77184 1.02811 -0.17356 0.084
Br 5.39979 -4.47665 0.51858 0.735
C 5.38043 -3.16288 -0.84353 -0.706
C 4.98992 -1.86722 -0.53938 -0.119
C 5.01645 -0.89519 -1.52443 -0.016
C 5.45059 -1.21210 -2.80780 -0.295
C 5.83625 -2.51293 -3.09391 -0.042
C 5.78643 -3.50095 -2.12200 -0.124
N 5.76933 -0.21062 -3.79319 0.053
N 5.02410 0.76235 -4.00309 0.055
C 3.69885 0.83450 -3.51184 -0.280
C 3.32123 2.07479 -3.04689 -0.047
C 2.09379 2.31301 -2.43649 -0.021
C 1.11870 1.30502 -2.33225 -0.383
O -0.01929 1.47501 -1.79214 -0.250
C 1.46863 0.01022 -2.94051 -0.136
N 0.49081 -0.93216 -2.93640 0.082
C 0.70094 -2.07089 -3.54815 -0.140
C 1.89644 -2.35995 -4.23022 -0.029
C 2.90245 -1.44081 -4.21192 -0.014
C 2.72997 -0.21449 -3.52787 -0.111
H 4.68027 -1.61560 0.46604 0.095
H 4.72520 0.11928 -1.28745 0.120
H 6.20242 -2.74113 -4.08660 0.114
H 6.08939 -4.51335 -2.34922 0.100
H 4.05183 2.87259 -3.12878 0.109
H 1.86570 3.29406 -2.03927 0.094
H -0.09987 -2.79696 -3.49646 0.057
H 2.00169 -3.30073 -4.75505 0.110
H 3.82444 -1.63383 -4.74420 0.105
C -1.62928 -0.66159 2.59274 -0.173
N -0.65920 -0.67686 1.49455 -0.113
C 0.39917 0.28267 1.81075 -0.181
N 1.07450 -0.02955 3.07326 -0.078
C 0.05888 -0.03790 4.13024 -0.178
N -1.01422 -1.00280 3.87878 -0.082
C -0.40463 -2.33191 3.74857 -0.174
N 0.59400 -2.38688 2.68341 -0.075
C -0.06800 -2.02693 1.42656 -0.191
C 1.62081 -1.38774 2.96645 -0.174
H -2.42697 -1.37373 2.37230 0.123
H -2.06029 0.34170 2.66565 0.120
H -0.04920 1.27616 1.87853 0.107
H 1.13111 0.28232 0.99742 0.135
H -0.37721 0.96137 4.20727 0.117
H 0.54093 -0.28598 5.07923 0.120
H -1.18856 -3.06056 3.53326 0.128
H 0.06985 -2.59387 4.69777 0.121
H -0.83991 -2.75650 1.18284 0.084
H 0.66778 -2.03787 0.62403 0.098
H 2.36187 -1.40625 2.16322 0.118
H 2.11680 -1.64212 3.90660 0.122
C 1.82921 -4.03420 -0.66097 -0.417
S 0.92421 -5.57521 -0.41509 0.798
C 0.02489 -5.64422 -1.91496 -1.025
C -1.04540 -4.86224 -2.22927 -1.177
S -1.77629 -3.58321 -1.34246 0.536
S -1.69362 -5.19911 -3.82447 0.876
C -0.62396 -6.45670 -4.32181 -1.539
S -0.70068 -7.20916 -5.79773 0.441
S 0.55651 -6.78324 -3.12734 0.876
H 2.33231 -3.80508 0.27839 0.009
H 1.12180 -3.24447 -0.90215 -0.007
H 2.57362 -4.12868 -1.45030 0.034
O -2.12161 2.35601 0.28206 -0.546
S -2.52564 3.47165 -0.63470 0.979
C -3.14661 4.81400 0.46356 -0.256
C -3.34685 4.27282 1.84288 -0.288
C -4.55372 3.70434 2.22741 -0.064
C -4.69388 3.13444 3.48466 -0.088
C -3.62454 3.12660 4.36720 -0.091
C -2.41330 3.69313 3.98862 -0.077
C -2.27462 4.25973 2.73251 -0.029
C -1.01057 4.29437 -1.21747 -0.274
C -0.07444 4.61534 -0.09510 -0.282
C 0.59300 3.56835 0.53990 -0.052
C 1.41031 3.82204 1.63001 -0.061
C 1.58427 5.12282 2.08771 -0.092
C 0.94709 6.17290 1.44153 -0.094
C 0.12240 5.91775 0.35398 -0.069
H -4.06768 5.17649 0.00822 0.090
H -2.40390 5.60813 0.47219 0.073
H -5.38441 3.68426 1.53361 0.111
H -5.63505 2.68088 3.76547 0.101
H -3.73030 2.67320 5.34371 0.099
H -1.57188 3.68296 4.66891 0.101
H -1.32251 4.67792 2.42782 0.099
H -1.35998 5.17032 -1.76814 0.101
H -0.57521 3.55617 -1.89652 0.070
H 0.46069 2.56938 0.15086 0.080
H 1.91784 2.99971 2.11944 0.104
H 2.22694 5.31940 2.93615 0.099
H 1.09087 7.18975 1.78265 0.099
H -0.37708 6.73943 -0.14844 0.111
```

Its total charge is -1. Its energy above the lowest of the compared OMol25 structures with the same formula, charge and spin is 46.5 kJ/mol. Its HOMO-LUMO gap is 6.2 eV. The HOMO energy comes out at -0.164 Ha.

=====

# 2
This record from the OMol25 dataset describes C41H45ClIrN3O7P as an isolated structure. The level of theory is ωB97M-V/def2-TZVPD.

Structure (XYZ):
```
99
Properties=species:S:1:pos:R:3:mulliken_spin:R:1
Ir -0.01065 0.41620 0.04457 2.193
C -0.15615 2.74833 1.41572 0.204
C 0.97363 2.48927 0.57156 0.277
C 1.73619 1.41554 1.20738 0.044
C 0.94249 1.01627 2.33583 0.241
C -0.15742 1.87797 2.52293 0.256
C -1.06731 1.93588 3.72401 0.044
C -2.54970 1.89330 3.33943 0.015
C -0.77629 3.27526 4.42582 0.040
C -0.76279 0.78745 4.68598 0.017
C 3.24010 1.11892 1.29577 -0.023
C 3.80009 2.12097 2.32377 0.007
C 4.04732 1.27071 0.01327 -0.005
C 3.44487 -0.30095 1.85230 -0.017
C 1.26256 3.38419 -0.63711 -0.023
C 2.04901 2.69397 -1.77382 -0.015
C 2.04316 4.61123 -0.13891 0.047
C -0.06868 3.87675 -1.23606 -0.011
H -0.92785 3.47146 1.21098 0.003
H 1.23374 0.23792 3.02086 0.012
H -2.80984 2.68603 2.63800 -0.001
H -3.14886 2.02705 4.24139 0.001
H -2.81991 0.93819 2.88988 -0.002
H -1.05165 4.12084 3.79395 -0.005
H 0.27973 3.36867 4.68437 0.005
H -1.35920 3.33776 5.34576 0.004
H -0.93104 -0.18551 4.21804 -0.005
H -1.42015 0.85489 5.55281 -0.001
H 0.26567 0.82290 5.04964 0.002
H 3.74709 3.14667 1.95854 0.002
H 4.84775 1.88807 2.52194 0.000
H 3.25761 2.06528 3.26918 -0.001
H 4.05629 2.30037 -0.33363 0.000
H 3.69302 0.62737 -0.78807 0.003
H 5.08199 0.99750 0.22582 0.002
H 3.26689 -0.34560 2.92682 0.001
H 4.47412 -0.61634 1.68305 0.001
H 2.78699 -1.02451 1.36714 0.002
H 2.08630 1.60889 -1.67284 0.017
H 3.07800 3.04250 -1.82458 -0.001
H 1.59232 2.92514 -2.73601 0.010
H 3.04088 4.33829 0.20425 0.001
H 1.52056 5.11015 0.67896 -0.002
H 2.15578 5.32583 -0.95589 0.002
H -0.70205 3.04145 -1.55413 -0.004
H 0.14446 4.48076 -2.11764 -0.002
H -0.64411 4.49780 -0.55237 0.001
Cl -0.79028 -1.72081 1.35513 0.130
C -0.28387 -3.09605 0.36287 -0.012
C -0.70317 -4.32530 0.83590 -0.002
C -0.30117 -5.47132 0.17035 -0.001
C 0.53748 -5.37774 -0.92965 0.001
C 0.94252 -4.13521 -1.38082 0.012
C 0.51044 -2.95567 -0.76752 0.034
P 1.00939 -1.35274 -1.45986 0.180
C 2.79604 -1.54874 -1.70235 0.020
C 3.43127 -0.92438 -2.77359 0.021
C 4.81224 -0.98972 -2.89702 -0.007
C 5.56367 -1.68108 -1.95960 0.014
C 4.93382 -2.31969 -0.89832 -0.007
C 3.55701 -2.25552 -0.76992 0.027
C 0.37158 -1.17991 -3.15391 0.020
C 0.12871 -2.25898 -3.99654 -0.001
C -0.33053 -2.04349 -5.28858 0.001
C -0.53769 -0.75414 -5.75358 0.003
C -0.29978 0.32785 -4.91726 0.006
C 0.14640 0.11268 -3.62331 -0.049
H -1.32966 -4.38324 1.71459 0.001
H -0.62926 -6.43740 0.52826 0.000
H 0.87816 -6.27103 -1.43410 0.000
H 1.62355 -4.07217 -2.21965 0.002
H 2.85279 -0.38769 -3.51561 0.003
H 5.29786 -0.50601 -3.73379 0.000
H 6.63934 -1.73411 -2.06120 0.001
H 5.51685 -2.87420 -0.17503 0.000
H 3.07360 -2.76720 0.05366 0.002
H 0.24658 -3.27410 -3.65031 0.000
H -0.54251 -2.89125 -5.92492 0.000
H -0.89599 -0.59345 -6.76143 0.000
H -0.47135 1.33725 -5.26764 0.000
H 0.29913 0.96226 -2.96828 0.037
O -7.01334 -0.05734 -4.29085 0.000
N -6.53078 0.73232 -3.50674 0.000
O -7.01120 1.80126 -3.19265 0.000
C -5.26175 0.35562 -2.87542 0.001
C -4.69467 1.19770 -1.95657 0.000
C -3.49815 0.81575 -1.36364 -0.012
C -2.77521 -0.37176 -1.70066 -0.003
O -1.59104 -0.62055 -1.33101 0.138
C -3.49644 -1.22009 -2.61091 0.013
C -4.67327 -0.86421 -3.20492 0.002
N -2.95562 -2.54094 -2.95267 0.000
O -2.35552 -3.14400 -2.08533 0.000
O -3.13479 -2.94060 -4.08374 0.000
N -2.97462 1.65892 -0.34233 0.011
O -3.33656 2.80500 -0.23798 0.049
O -2.18006 1.14860 0.47934 0.032
H -5.17687 2.12521 -1.68342 0.001
H -5.14794 -1.52453 -3.91727 0.000
```

Its total charge is +1. As for the spin multiplicity: 5. As for the expectation value of S²: 6.024. Its HOMO-LUMO gap (spin up / spin down) is 6.4 / 6.4 eV. The HOMO energy (spin up / spin down) comes out at -0.370 / -0.420 Ha.

=====

# 3
This record from the OMol25 dataset describes C41H45ClN6O11SSiTi as an isolated structure. The level of theory is ωB97M-V/def2-TZVPD.

Structure (XYZ):
```
107
Properties=species:S:1:pos:R:3:mulliken_spin:R:1
Ti -0.22555 -0.49400 0.68888 0.952
O 1.51409 0.19182 2.80585 0.028
C 2.82138 0.42173 2.35434 -0.005
C 3.10557 -0.39400 1.12731 0.019
C 4.41946 -0.78936 0.88467 0.002
C 4.72877 -1.45332 -0.28148 0.001
C 3.71541 -1.65602 -1.19682 0.000
C 2.44210 -1.22725 -0.87606 0.012
N 2.11074 -0.64921 0.27697 -0.047
H 1.28071 0.90248 3.41510 0.000
H 3.55272 0.17011 3.12854 -0.001
H 2.95584 1.47392 2.08936 0.001
H 5.17999 -0.57541 1.62552 0.000
H 5.73873 -1.79046 -0.47764 0.000
H 3.89068 -2.14405 -2.14650 0.000
H 1.65396 -1.32949 -1.60798 0.016
O -0.71738 -0.72589 -1.72292 0.041
C -0.86192 -2.09399 -2.10546 0.002
C -0.05159 -2.86524 -1.01995 -0.001
O 0.49447 -3.91842 -1.25174 -0.004
O -0.06042 -2.26275 0.13078 -0.057
C -0.34516 -2.28942 -3.53344 -0.005
C -0.26915 -1.18666 -4.38065 0.000
C 0.19383 -1.31672 -5.68475 0.000
C 0.58695 -2.55791 -6.16260 0.000
C 0.47420 -3.66912 -5.33609 0.000
C 0.00354 -3.54233 -4.03628 0.000
C -2.31992 -2.56847 -2.08953 0.001
C -2.68656 -3.80233 -1.57186 0.000
C -4.00757 -4.22598 -1.64400 0.000
C -4.97216 -3.42460 -2.23796 0.000
C -4.60941 -2.18481 -2.74836 0.000
C -3.29164 -1.76262 -2.67664 0.001
H -1.49250 -0.17937 -1.95702 -0.006
H -0.57816 -0.21230 -4.02212 0.001
H 0.24242 -0.44272 -6.32469 0.000
H 0.97402 -2.65986 -7.16933 0.000
H 0.75275 -4.64939 -5.70595 0.000
H -0.07886 -4.41218 -3.40246 0.000
H -1.94994 -4.43390 -1.09031 0.000
H -4.28062 -5.18464 -1.22005 0.000
H -6.00151 -3.75923 -2.29608 0.000
H -5.35591 -1.53754 -3.19361 0.000
H -3.03396 -0.78416 -3.07037 0.000
C -1.78226 -3.38496 2.61109 0.000
Si -1.05197 -1.64329 2.85909 -0.052
C -2.45868 -0.69138 3.74498 -0.001
C 0.16219 -2.15149 4.26864 0.016
C -0.28509 -2.36459 5.57617 0.003
C 0.55110 -2.86932 6.56858 0.001
C 1.87749 -3.16263 6.27768 0.000
C 2.35111 -2.95522 4.98687 0.003
C 1.49923 -2.46973 4.00165 -0.005
H -2.05193 -3.83078 3.57452 -0.001
H -1.04496 -4.03747 2.12766 0.000
H -2.66642 -3.34935 1.97086 0.004
H -3.32370 -1.34120 3.91595 -0.001
H -2.78841 0.15101 3.13023 0.001
H -2.14230 -0.27568 4.70789 -0.001
H -1.31902 -2.13770 5.82464 0.000
H 0.16587 -3.04122 7.56826 0.000
H 2.53362 -3.55695 7.04559 0.000
H 3.38730 -3.17684 4.75044 0.000
H 1.87575 -2.34350 2.99193 0.014
O 1.23957 2.93677 2.47843 -0.001
Cl 0.07524 2.65847 1.67156 0.001
O -1.00522 2.20910 2.49634 0.003
O -0.27133 3.82647 0.91792 0.000
O 0.43319 1.54634 0.70785 0.016
O -3.01132 -1.56701 0.51537 0.027
C -3.13654 -0.36685 0.35743 0.045
N -2.03812 0.45382 0.44275 -0.024
S -2.14438 1.85338 -0.42824 0.004
O -2.44381 1.43564 -1.82366 0.001
O -3.59848 2.45581 0.11179 -0.001
C -4.66404 1.60249 0.11097 0.002
C -5.93724 2.15557 0.08785 -0.001
C -7.03628 1.32038 0.04967 0.002
C -6.87084 -0.06241 0.01480 -0.001
C -5.59661 -0.59687 0.06743 0.002
C -4.48298 0.22972 0.13842 -0.008
H -6.03931 3.23318 0.10713 0.000
H -8.02979 1.75126 0.05046 0.000
H -7.73194 -0.71456 -0.04684 0.000
H -5.42460 -1.66679 0.06570 0.000
C 0.61024 2.67176 -2.32784 0.000
N 1.14984 3.72929 -3.19953 0.000
C 2.20911 4.41857 -2.45429 0.000
N 3.29011 3.50871 -2.04658 0.000
C 2.69211 2.45261 -1.21062 0.002
N 1.64632 1.71587 -1.92121 0.004
C 2.23744 1.13302 -3.12763 0.000
N 2.81628 2.15194 -4.01962 0.000
C 1.74741 3.09400 -4.37379 0.000
C 3.83370 2.88168 -3.25429 0.000
H -0.19030 2.14348 -2.84940 -0.001
H 0.19431 3.14075 -1.43456 0.000
H 1.77265 4.86540 -1.55965 0.000
H 2.63087 5.20890 -3.07950 0.000
H 2.26336 2.91184 -0.31916 0.000
H 3.47826 1.75322 -0.90887 0.000
H 1.47138 0.57959 -3.67052 0.000
H 3.03389 0.44515 -2.83768 0.000
H 0.96827 2.55033 -4.91307 0.000
H 2.15832 3.86565 -5.02933 0.000
H 4.26999 3.65500 -3.89075 0.000
H 4.62011 2.18168 -2.96269 0.000
```

Its total charge is -1. As for the spin multiplicity: 2. Its energy above the lowest of the compared OMol25 structures with the same formula, charge and spin is 575.2 kJ/mol. As for the expectation value of S²: 0.755. Its HOMO-LUMO gap (spin up / spin down) is 6.9 / 6.9 eV. The HOMO energy (spin up / spin down) comes out at -0.169 / -0.167 Ha.